78
Properties=species:S:1:pos:R:3 method="wB97M-V/def2-TZVPD" lumo_ev=-2.32 relative_energy_kcal_mol=0.00 charge=+1 spin_multiplicity=1 homo_ev=-10.348
Ca 11.854 12.223 11.667
C 10.876 11.475 14.859
N 11.922 12.241 14.162
C 11.994 13.584 14.750
C 13.254 11.586 14.321
C 14.370 12.230 13.492
C 15.556 12.629 14.124
C 16.576 13.243 13.395
C 16.378 13.492 12.046
C 15.186 13.088 11.454
C 14.163 12.406 12.119
H 11.109 11.319 15.929
H 10.771 10.491 14.374
H 9.952 12.045 14.788
H 12.277 13.526 15.820
H 11.017 14.071 14.668
H 12.740 14.173 14.201
H 13.124 10.540 13.990
H 13.523 11.573 15.383
H 15.667 12.471 15.198
H 17.487 13.523 13.884
H 17.125 14.004 11.443
H 15.050 13.289 10.395
C 12.235 12.359 6.006
Sb 11.695 12.445 8.065
C 12.875 10.704 8.581
C 9.824 11.405 7.853
C 8.715 12.413 7.732
C 8.741 13.357 6.714
C 7.756 14.319 6.585
C 6.707 14.352 7.478
C 6.679 13.418 8.492
C 7.641 12.426 8.623
C 7.480 11.411 9.691
Sb 8.704 11.807 11.424
C 7.725 10.417 12.741
C 7.765 13.625 12.037
H 11.761 13.165 5.457
H 11.941 11.395 5.592
H 13.310 12.476 5.891
H 12.549 9.818 8.041
H 12.857 10.492 9.646
H 13.924 10.869 8.324
H 9.683 10.795 8.737
H 9.882 10.765 6.965
H 9.555 13.340 5.997
H 7.802 15.005 5.748
H 5.909 15.076 7.409
H 5.857 13.399 9.205
H 7.718 10.406 9.351
H 6.464 11.415 10.091
H 6.691 10.730 12.888
H 8.268 10.392 13.680
H 7.775 9.417 12.336
H 6.698 13.480 12.137
H 7.924 14.384 11.270
H 8.175 13.984 12.967
Br 11.189 19.073 10.718
C 12.192 18.566 12.220
C 12.497 19.562 13.139
C 13.281 19.261 14.249
C 13.814 17.983 14.401
C 13.540 16.997 13.471
C 12.705 17.284 12.396
I 12.322 15.799 10.992
H 12.086 20.560 12.999
H 13.478 20.055 14.963
H 14.429 17.739 15.257
H 13.972 16.005 13.572
C 11.558 7.568 13.003
S 11.383 8.774 11.658
C 11.404 7.672 10.220
H 12.516 7.063 12.925
H 10.749 6.844 12.992
H 11.530 8.101 13.962
H 10.556 6.977 10.254
H 12.327 7.095 10.201
H 11.340 8.301 9.333

***

84
Properties=species:S:1:pos:R:3 method="wB97M-V/def2-TZVPD" s_squared=0.755 lumo_ev="2.59 / 2.57" relative_energy_kcal_mol=0.00 charge=-1 spin_multiplicity=2 homo_ev="-2.798 / -4.236"
Cd 0.710 -0.747 0.864
N 4.143 1.971 2.094
C 3.166 0.989 1.975
S 3.175 0.074 0.487
N 2.425 0.852 3.032
N 1.375 -0.053 2.928
C 0.911 -0.425 4.059
C -0.229 -1.291 4.314
C -0.419 -1.668 5.653
C -1.456 -2.478 6.062
C -2.360 -2.928 5.088
C -2.213 -2.571 3.769
C -1.147 -1.740 3.314
O -1.073 -1.434 2.068
H 4.486 2.292 1.204
H 3.895 2.701 2.744
H 1.434 -0.047 4.939
H 0.293 -1.300 6.387
H -1.570 -2.753 7.102
H -3.190 -3.564 5.379
H -2.911 -2.912 3.013
C -5.151 3.545 -1.012
C -3.878 3.994 -0.298
C -3.314 2.964 0.677
C -2.744 1.704 0.029
N -1.757 1.976 -1.017
C -0.477 2.370 -0.779
Se 0.251 2.848 0.833
N 0.167 2.357 -1.974
C 1.605 2.545 -2.134
C 2.060 3.998 -2.091
C 1.453 4.919 -3.155
C -0.003 5.325 -2.891
C -0.693 1.925 -2.974
C -0.513 1.761 -4.336
C -1.600 1.315 -5.073
C -2.824 1.042 -4.458
C -2.998 1.218 -3.092
C -1.917 1.676 -2.365
H -5.532 4.327 -1.672
H -5.936 3.303 -0.289
H -4.980 2.660 -1.627
H -4.089 4.911 0.260
H -3.110 4.253 -1.033
H -4.095 2.644 1.375
H -2.520 3.421 1.267
H -3.526 1.106 -0.436
H -2.266 1.077 0.782
H 1.867 2.103 -3.096
H 2.098 1.963 -1.353
H 3.148 3.974 -2.212
H 1.855 4.399 -1.097
H 1.534 4.448 -4.142
H 2.061 5.827 -3.196
H -0.705 4.528 -3.137
H -0.278 6.197 -3.489
H -0.145 5.577 -1.837
H 0.439 1.961 -4.812
H -1.492 1.169 -6.141
H -3.651 0.676 -5.052
H -3.935 0.963 -2.618
C 3.129 -5.308 2.021
N 1.974 -4.632 1.450
C 1.224 -3.842 2.419
C 2.087 -4.100 0.174
N 1.664 -2.923 -0.072
N 2.679 -4.961 -0.760
C 2.971 -4.378 -2.054
C 2.111 -6.300 -0.860
H 3.742 -4.609 2.603
H 3.748 -5.730 1.235
H 2.803 -6.109 2.687
H 1.013 -4.469 3.285
H 0.281 -3.511 1.989
H 1.783 -2.958 2.748
H 1.636 -2.687 -1.056
H 2.064 -4.181 -2.643
H 3.597 -5.072 -2.615
H 3.518 -3.445 -1.930
H 1.830 -6.666 0.123
H 2.847 -6.980 -1.294
H 1.216 -6.308 -1.497
S -1.344 -1.962 -1.670
C -0.430 -0.812 -1.093

***

94
Properties=species:S:1:pos:R:3 method="wB97M-V/def2-TZVPD" lumo_ev=-1.51 smiles="NCCCc1c(P(O)Br)cc2c(c1CC(=O)O)C(=O)C=CC2=O.BrCCBr.BrCCBr.BrCCBr.BrCCBr.BrCCBr.BrCCBr.BrCCBr" spin_multiplicity=1 homo_ev=-9.482
N -1.180 4.404 -5.551
C -0.139 4.350 -4.520
C 1.192 3.770 -5.020
C 2.078 3.220 -3.867
C 3.477 3.795 -3.823
C 4.332 3.687 -4.933
P 3.857 2.723 -6.433
O 5.183 1.797 -6.581
Br 4.204 4.363 -7.947
C 5.603 4.256 -4.918
C 6.060 4.915 -3.794
C 5.260 4.996 -2.647
C 3.969 4.448 -2.666
C 3.073 4.559 -1.460
C 2.842 3.221 -0.816
O 3.543 2.271 -0.996
O 1.783 3.118 -0.012
C 5.866 5.657 -1.460
O 5.534 5.453 -0.316
C 6.989 6.583 -1.717
C 7.733 6.512 -2.814
C 7.426 5.520 -3.854
O 8.202 5.219 -4.724
H -0.806 4.883 -6.363
H -1.355 3.456 -5.867
H -0.488 3.719 -3.709
H 0.029 5.363 -4.162
H 1.757 4.494 -5.602
H 0.960 2.938 -5.678
H 2.194 2.141 -3.935
H 1.542 3.435 -2.953
H 6.007 2.249 -6.349
H 6.256 4.200 -5.777
H 2.102 4.941 -1.768
H 3.444 5.248 -0.715
H 1.328 3.970 0.137
H 7.224 7.312 -0.957
H 8.585 7.152 -2.980
Br 8.579 2.445 1.776
C 6.975 1.590 1.077
C 5.764 2.470 1.211
Br 5.106 2.526 3.045
H 6.867 0.650 1.607
H 7.183 1.395 0.028
H 4.940 2.077 0.619
H 5.956 3.498 0.919
Br 3.213 6.996 1.408
C 1.480 7.569 2.067
C 0.503 6.427 2.080
Br -0.114 5.989 0.278
H 1.161 8.392 1.435
H 1.645 7.932 3.079
H -0.393 6.690 2.637
H 0.930 5.518 2.488
Br -2.022 -0.096 2.504
C -0.091 0.141 2.508
C 0.338 1.202 3.483
Br -0.026 2.986 2.798
H 0.200 0.367 1.488
H 0.318 -0.826 2.798
H 1.415 1.164 3.633
H -0.166 1.125 4.440
Br -0.134 -3.669 4.402
C -1.675 -4.577 3.632
C -2.912 -3.725 3.694
Br -3.664 -3.662 5.491
H -1.784 -5.514 4.168
H -1.407 -4.779 2.598
H -3.696 -4.147 3.067
H -2.725 -2.697 3.404
Br -2.550 -7.911 5.582
C -4.328 -7.347 6.135
C -5.327 -8.465 6.021
Br -5.821 -8.760 4.164
H -4.591 -6.494 5.519
H -4.222 -7.025 7.169
H -6.250 -8.204 6.532
H -4.954 -9.409 6.404
Br -9.401 -7.228 1.656
C -8.160 -7.071 0.167
C -6.733 -7.231 0.615
Br -6.081 -5.645 1.528
H -8.346 -6.109 -0.299
H -8.427 -7.868 -0.524
H -6.075 -7.368 -0.241
H -6.607 -8.059 1.304
Br -7.837 -10.850 1.405
C -9.383 -11.703 0.589
C -10.590 -10.803 0.610
Br -11.387 -10.709 2.379
H -9.548 -12.631 1.127
H -9.088 -11.924 -0.434
H -11.368 -11.197 -0.040
H -10.356 -9.783 0.321

***

We obtain strongest force on any atom values of 0.70, 0.52, 0.80 eV/A for the records listed above, in that order.
We obtain E values of -5612.7430, -5009.1484, -40513.4438 Ha for the records listed above, in that order.